[1]
# C19H21BrI2N3O3RhS

C19H21BrI2N3O3RhS as an isolated structure (ωB97M-V/def2-TZVPD, OMol25).

Computed properties:
Charge = +2
2S+1 = 5
HOMO level (spin up / spin down) = -13.59 / -13.57 eV

Element x y z (Å)
Rh: -0.2739 0.5586 -0.4335
Br: -5.0915 -1.5529 1.1015
C: -4.0486 -2.5057 -0.1390
C: -4.2109 -3.8810 -0.2422
C: -3.4428 -4.6093 -1.1371
C: -2.5033 -3.9788 -1.9431
C: -2.3318 -2.6086 -1.8567
C: -3.1116 -1.8898 -0.9607
I: -2.9065 0.1942 -0.9348
H: -4.9429 -4.3741 0.3822
H: -3.5823 -5.6797 -1.2038
H: -1.9111 -4.5513 -2.6435
H: -1.6132 -2.1021 -2.4875
C: 2.1844 -2.9615 -1.2555
C: 2.0131 -1.4798 -1.2917
N: 3.0864 -0.7096 -1.2796
O: 0.8494 -1.0024 -1.2936
H: 3.1527 -3.2772 -1.6371
H: 1.3849 -3.4318 -1.8219
H: 2.0921 -3.2761 -0.2117
H: 4.0110 -1.1095 -1.2925
H: 2.9980 0.2926 -1.2457
S: -0.3434 2.8342 -0.7401
C: 1.0245 3.3392 0.2607
N: 2.2288 3.3957 -0.2734
C: 3.4243 3.7308 0.5233
C: 3.0256 4.6963 1.6259
C: 1.8757 4.1113 2.4255
N: 0.8047 3.7000 1.5001
H: 2.3205 3.1784 -1.2526
H: 4.1572 4.1699 -0.1490
H: 3.8264 2.8071 0.9439
H: 2.7377 5.6573 1.1974
H: 3.8755 4.8666 2.2836
H: 1.4522 4.8443 3.1079
H: 2.1892 3.2330 2.9929
H: -0.1289 3.5827 1.8630
I: -0.2665 -6.1618 2.4838
C: 0.2901 -4.1650 2.3448
C: -0.5767 -3.2465 1.7621
C: -0.1984 -1.9193 1.6616
C: 1.0417 -1.4944 2.1330
C: 1.8901 -2.4172 2.7424
C: 1.5213 -3.7487 2.8424
C: 1.5273 -0.0964 1.9957
O: 2.5457 0.3251 2.4837
O: 0.8113 0.7381 1.2129
H: -1.5456 -3.5657 1.4016
H: -0.9098 -1.2183 1.2353
H: 2.8441 -2.0810 3.1259
H: 2.1874 -4.4615 3.3088



[2]
# C19H21BrN2O2

C19H21BrN2O2 in the gas phase (ωB97M-V/def2-TZVPD, OMol25).

Computed properties:
Energy above the lowest of the compared OMol25 structures with the same formula, charge and spin = 0.0 kcal/mol
SMILES = CC(C)CNC(=O)c1cccc(NC(=O)Cc2ccc(Br)cc2)c1
Charge = 0
HOMO level = -8.86 eV

Element x y z (Å)
C: 2.2560 3.4777 -1.4465
C: 3.3292 3.3403 -0.3688
C: 3.8788 4.7106 0.0167
C: 2.7728 2.6422 0.8812
N: 2.3565 1.2841 0.6277
C: 3.1097 0.2192 0.9794
O: 4.1685 0.3209 1.5705
C: 2.5487 -1.1123 0.5869
C: 3.4438 -2.1613 0.4042
C: 2.9798 -3.4157 0.0537
C: 1.6252 -3.6329 -0.1154
C: 0.7210 -2.5898 0.0738
N: -0.6443 -2.8623 -0.0972
C: -1.6748 -1.9777 -0.2064
O: -1.5599 -0.7761 -0.1567
C: -3.0152 -2.6882 -0.4287
C: -4.1597 -1.7432 -0.2116
C: -4.9577 -1.8381 0.9205
C: -5.9913 -0.9445 1.1356
C: -6.2155 0.0583 0.2095
Br: -7.6385 1.2938 0.4960
C: -5.4271 0.1796 -0.9214
C: -4.4021 -0.7248 -1.1257
C: 1.1851 -1.3307 0.4343
H: 1.9109 2.5033 -1.7853
H: 2.6539 4.0101 -2.3074
H: 1.4031 4.0357 -1.0645
H: 4.1480 2.7268 -0.7592
H: 4.3004 5.2094 -0.8526
H: 4.6582 4.6130 0.7683
H: 3.0860 5.3367 0.4209
H: 1.9216 3.2078 1.2734
H: 3.5516 2.5892 1.6457
H: 1.5260 1.1475 0.0756
H: 4.4963 -1.9733 0.5474
H: 3.6735 -4.2305 -0.0882
H: 1.2622 -4.6143 -0.3886
H: -0.8597 -3.8415 -0.2270
H: -3.0208 -3.0557 -1.4591
H: -3.0898 -3.5425 0.2466
H: -4.7762 -2.6182 1.6458
H: -6.6123 -1.0237 2.0147
H: -5.6116 0.9712 -1.6312
H: -3.7791 -0.6328 -2.0020
H: 0.4686 -0.5471 0.6150



[3]
# C19H21Cl54F3PS2

A 19-piece molecular cluster, C19H21Cl54F3PS2 overall at a distorted geometry (ωB97M-V/def2-TZVPD, OMol25).

Computed properties:
Charge = +1
HOMO level = -12.09 eV

Element x y z (Å)
F: 1.7019 0.0868 -3.4140
C: 2.7517 -0.5139 -3.8655
F: 3.4395 0.2913 -4.6484
F: 2.4300 -1.5663 -4.5818
S: 3.8630 -1.1205 -2.5183
P: 3.8806 0.1821 -0.7256
S: 5.0248 1.7068 -1.0667
H: 5.1119 -0.9618 -3.0386
H: 2.5938 0.5741 -0.2833
H: 4.5103 -0.5862 0.2892
C: 1.0095 -2.9270 0.4474
Cl: 2.7068 -2.3976 0.5726
Cl: 0.2385 -2.8687 2.0210
Cl: 0.0991 -1.9416 -0.7090
H: 1.0123 -3.9550 0.1054
C: -0.5714 1.9231 0.6109
Cl: 0.4607 3.2189 1.1945
Cl: 0.1029 1.2129 -0.8652
Cl: -0.7826 0.6878 1.8536
H: -1.5421 2.3353 0.3707
C: -2.1642 -5.2589 4.4796
Cl: -1.1067 -4.0042 5.1402
Cl: -1.4648 -5.9347 3.0063
Cl: -2.4620 -6.5206 5.6721
H: -3.1114 -4.8014 4.2257
C: -2.3614 -8.2522 -0.1738
Cl: -3.4643 -6.9184 0.1758
Cl: -0.6987 -7.8392 0.2770
Cl: -2.8802 -9.7248 0.6415
H: -2.3854 -8.4299 -1.2406
C: 7.7674 -1.4743 0.6315
Cl: 7.3250 -1.4878 -1.0856
Cl: 6.3198 -1.3931 1.6460
Cl: 8.7214 -2.8873 1.0336
H: 8.3725 -0.5902 0.8164
C: -0.8044 -3.6977 -4.2167
Cl: -1.3313 -3.6523 -5.8988
Cl: -2.1877 -3.7504 -3.1266
Cl: 0.2680 -5.0735 -3.9340
H: -0.2492 -2.7915 -4.0120
C: 12.0404 -0.1152 0.7543
Cl: 12.3084 -1.7549 0.1674
Cl: 10.3788 0.4064 0.4114
Cl: 12.3796 0.0018 2.4786
H: 12.7124 0.5503 0.2283
C: -3.7398 4.4038 -0.2207
Cl: -2.9266 4.4036 1.3489
Cl: -3.7777 6.0376 -0.8775
Cl: -2.9415 3.2875 -1.3423
H: -4.7590 4.0647 -0.0751
C: -6.1274 5.1578 4.3189
Cl: -5.3781 5.6161 2.7883
Cl: -7.7640 4.5535 4.0566
Cl: -5.1409 3.9524 5.1565
H: -6.1873 6.0385 4.9447
C: 2.4108 3.5704 5.1174
Cl: 1.4525 2.5352 4.0571
Cl: 3.7750 2.6808 5.7980
Cl: 2.9723 5.0000 4.2430
H: 1.7748 3.8947 5.9325
C: -6.2321 4.5531 -3.9258
Cl: -6.5927 5.9831 -4.8900
Cl: -4.4980 4.2103 -3.9312
Cl: -6.8340 4.7509 -2.2708
H: -6.7433 3.7081 -4.3692
C: -0.5403 7.1740 2.0561
Cl: 0.7632 6.2690 2.8350
Cl: -1.8651 7.4242 3.1916
Cl: 0.0521 8.7166 1.4328
H: -0.9129 6.5920 1.2215
C: 10.7946 -4.5349 -2.6381
Cl: 9.7573 -3.1216 -2.4078
Cl: 12.4702 -4.1518 -2.2407
Cl: 10.2146 -5.8879 -1.6658
H: 10.7515 -4.8223 -3.6804
C: -1.2311 3.2380 7.4071
Cl: -1.4842 3.9515 5.8117
Cl: -1.6155 1.5169 7.3869
Cl: 0.4293 3.4959 7.9608
H: -1.8979 3.7268 8.1054
C: -4.2666 -8.4407 -4.1820
Cl: -3.0304 -9.4490 -3.4192
Cl: -5.6459 -8.2293 -3.1069
Cl: -3.5915 -6.8761 -4.6428
H: -4.6054 -8.9427 -5.0788
C: 1.3417 11.9132 -0.0049
Cl: -0.2265 12.4620 0.5923
Cl: 1.4019 11.9900 -1.7674
Cl: 2.6490 12.8603 0.7069
H: 1.4755 10.8812 0.2909
C: -9.5590 -6.9265 -3.5809
Cl: -8.8413 -7.0627 -1.9716
Cl: -9.5183 -5.2528 -4.1405
Cl: -8.7368 -7.9871 -4.7265
H: -10.5935 -7.2366 -3.5162
C: -5.3848 -0.0520 -2.3940
Cl: -4.0282 -0.3096 -3.4973
Cl: -4.8534 -0.1867 -0.7155
Cl: -6.1481 1.5146 -2.6860
H: -6.1212 -0.8227 -2.5805



[4]
# C19H21ClFNO3S

C19H21ClFNO3S in the gas phase (ωB97M-V/def2-TZVPD, OMol25).

Computed properties:
Energy above the lowest of the compared OMol25 structures with the same formula, charge and spin = 0.0 kcal/mol
SMILES = COc1ccc(OC)c(CNC(=O)CCSCc2ccc(F)cc2Cl)c1
Charge = 0
HOMO level = -7.83 eV

Element x y z (Å)
C: -0.6838 -3.4590 -2.0611
O: -0.2273 -2.3931 -2.8620
C: 0.6039 -1.4735 -2.2957
C: 1.0796 -0.4720 -3.1381
C: 1.9051 0.5248 -2.6584
C: 2.2814 0.5464 -1.3195
O: 3.0690 1.5152 -0.7541
C: 3.5527 2.5471 -1.5801
C: 1.8406 -0.4789 -0.4771
C: 2.2724 -0.5343 0.9670
N: 1.1440 -0.4957 1.8734
C: 0.7190 -1.5757 2.5565
O: 1.2675 -2.6570 2.5140
C: -0.5232 -1.3285 3.4089
C: -1.6751 -2.1817 2.8984
S: -2.0925 -1.8813 1.1499
C: -2.7938 -0.1734 1.1913
C: -2.0181 0.7236 0.2837
C: -2.0390 0.4785 -1.0876
C: -1.3351 1.2598 -1.9800
C: -0.5769 2.3044 -1.4835
F: 0.1174 3.0846 -2.3324
C: -0.5183 2.5846 -0.1328
C: -1.2481 1.7906 0.7376
Cl: -1.1918 2.2031 2.4257
C: 1.0037 -1.4702 -0.9659
H: -1.3098 -4.0672 -2.7121
H: -1.2767 -3.1016 -1.2139
H: 0.1483 -4.0645 -1.6896
H: 0.7911 -0.4890 -4.1772
H: 2.2440 1.2881 -3.3397
H: 2.7371 3.1261 -2.0236
H: 4.1402 3.1921 -0.9280
H: 4.1964 2.1572 -2.3748
H: 2.7876 -1.4794 1.1631
H: 2.9419 0.2999 1.1852
H: 0.6137 0.3600 1.9002
H: -0.2984 -1.6380 4.4323
H: -0.7885 -0.2716 3.4147
H: -2.5798 -2.0376 3.4901
H: -1.3927 -3.2344 2.9164
H: -2.7788 0.1655 2.2231
H: -3.8253 -0.2616 0.8491
H: -2.6222 -0.3535 -1.4505
H: -1.3635 1.0668 -3.0391
H: 0.0801 3.4055 0.2286
H: 0.6811 -2.2391 -0.2828



no.,E (eV)
1,-130728.411
2,-97163.200
3,-735356.532
4,-53751.975